ORCA calculation (wB97M-V/def2-TZVPD) on a structure of composition C33H36Cl2N4O4RhS.

Structure (XYZ):
```
81
C33H36Cl2N4O4RhS wB97M-V/def2-TZVPD
Rh -0.3454 2.3546 1.3933
C -2.5708 -4.2520 0.9774
C -2.8628 -3.7047 -0.3903
C -3.5465 -4.4581 -1.3346
C -3.8263 -3.9604 -2.5983
C -3.3964 -2.6902 -2.9458
C -2.6940 -1.9227 -2.0292
C -2.4463 -2.4199 -0.7552
N -1.7213 -1.6736 0.2082
C -1.7640 -0.3436 0.4666
N -2.7909 0.3361 -0.0805
C -3.0586 1.7090 -0.0812
C -2.2112 2.6396 0.5046
C -2.5417 3.9975 0.4612
C -3.6851 4.4157 -0.1989
C -4.5219 3.4721 -0.7785
C -4.2381 2.1181 -0.7302
C -5.1662 1.1191 -1.3636
N -0.8697 0.2189 1.2508
C 0.1256 -0.6493 1.7948
C 1.0884 -1.2136 0.9650
C 2.0186 -2.1007 1.4838
C 1.9970 -2.4014 2.8382
C 1.0480 -1.8129 3.6625
C 0.0965 -0.9318 3.1624
C -0.9216 -0.2997 4.0645
H -3.0216 -5.2332 1.0996
H -2.9604 -3.6002 1.7602
H -1.4974 -4.3674 1.1478
H -3.8728 -5.4539 -1.0665
H -4.3703 -4.5657 -3.3091
H -3.5892 -2.2969 -3.9336
H -2.3146 -0.9523 -2.3223
H -1.0694 -2.1930 0.7797
H -3.4515 -0.2376 -0.5858
H -1.9152 4.7402 0.9371
H -3.9318 5.4668 -0.2455
H -5.4278 3.7951 -1.2750
H -6.0643 1.6141 -1.7244
H -5.4829 0.3512 -0.6532
H -4.7057 0.6177 -2.2184
H 1.0959 -0.9643 -0.0901
H 2.7573 -2.5451 0.8301
H 2.7188 -3.0902 3.2544
H 1.0436 -2.0387 4.7209
H -0.7047 -0.5301 5.1050
H -1.9302 -0.6521 3.8394
H -0.9284 0.7887 3.9581
Cl -0.1736 4.5002 3.0598
C 1.0352 5.7114 2.5059
Cl 2.6716 5.1938 2.8374
H 0.8141 6.6168 3.0621
H 0.9006 5.8404 1.4368
C 1.4657 -2.5366 -3.9314
C 2.3524 -1.5285 -3.2573
C 3.6182 -1.8883 -2.7958
C 4.4528 -0.9565 -2.2038
C 4.0118 0.3522 -2.0610
C 2.7588 0.7364 -2.5119
C 1.9374 -0.2089 -3.1079
S 5.0719 1.5544 -1.3194
O 4.3201 2.7752 -1.2079
O 6.3586 1.5634 -1.9433
N 5.3163 0.8763 0.1686
C 4.1592 0.7669 1.0334
C 3.6710 2.0830 1.6690
C 2.1792 2.0908 1.6988
O 1.5047 1.7782 2.6917
O 1.5505 2.4340 0.6084
H 1.7730 -3.5542 -3.6986
H 1.5118 -2.4160 -5.0151
H 0.4242 -2.4126 -3.6327
H 3.9535 -2.9113 -2.9077
H 5.4358 -1.2344 -1.8517
H 2.4402 1.7599 -2.3808
H 0.9582 0.0841 -3.4664
H 6.1622 1.2491 0.5855
H 4.3894 0.0351 1.8081
H 3.3633 0.3340 0.4275
H 4.0003 2.9220 1.0551
H 4.0392 2.1904 2.6891
```

Kohn-Sham gap (alpha / beta)	8.948 / 5.728	eV
<S²>	6.010
HOMO energy (alpha / beta)	-0.40106 / -0.41279	Eh
2S+1	5
net charge	+1

Mulliken population analysis, charges in e, atoms 1 to 5:
1. Rh -0.5931
2. C -1.5242
3. C 0.7133
4. C -0.7429
5. C -0.8263

ORCA calculation (wB97M-V/def2-TZVPD) on the ion C5H15N2 with charge +1.

Structure (XYZ):
```
22
C5H15N2 wB97M-V/def2-TZVPD
C 1.7171 0.2852 -1.2880
C 0.6753 -0.8460 -1.0378
C -0.7465 -0.1921 -1.0690
C -1.4760 0.4986 0.1425
C -0.7420 0.2294 1.4382
N -0.9209 -1.2721 1.8372
N 1.5222 1.4312 -0.3272
H 1.6919 0.7969 -2.2509
H 2.7232 -0.1274 -1.1100
H 0.9927 -1.1924 -0.0465
H 0.6452 -1.6640 -1.7355
H -0.7230 0.4305 -1.9712
H -1.4995 -0.9373 -1.3415
H -2.4679 0.0455 0.2640
H -1.5452 1.5904 0.0916
H -1.1121 0.7188 2.3371
H 0.3365 0.3146 1.3743
H -0.1533 -1.6196 2.4139
H -1.0313 -1.8284 0.9913
H -1.6849 -1.3430 2.5103
H 1.2026 2.1996 -0.9074
H 2.4498 1.7437 -0.0615
```

Kohn-Sham gap	9.708	eV
HOMO energy	-0.48375	Eh
2S+1	1
net charge	+1
energy relative to the best compared isomer or geometry (same formula, charge and spin)	30.3	kcal per mole

Mulliken population analysis, charges in e, atoms 1 to 5:
1. C -0.8489
2. C -0.3031
3. C -0.9655
4. C -0.6255
5. C -0.6226

ORCA calculation (wB97M-V/def2-TZVPD) on a structure of composition C21H15BrN7O2Ti.

Structure (XYZ):
```
47
C21H15BrN7O2Ti wB97M-V/def2-TZVPD
Ti 0.4477 0.0640 0.5816
N 1.3512 4.2261 -0.2527
C 1.8211 3.0042 -0.0406
N 0.8241 2.1422 -0.1742
C -0.2561 2.9335 -0.4594
N 0.0278 4.2064 -0.5157
C -1.5743 2.3211 -0.6375
C -2.7213 3.0364 -0.9400
N -3.8936 2.4270 -1.0767
C -3.9170 1.1141 -0.8947
C -2.7757 0.3913 -0.5631
N -1.5999 0.9967 -0.4407
H 1.8466 5.1040 -0.2264
H 2.8431 2.7582 0.2017
H -2.6863 4.1104 -1.0717
H -4.8714 0.6153 -1.0024
H -2.8221 -0.6714 -0.3716
O -2.4177 -2.4626 1.4999
C -1.3271 -2.0235 1.2700
O -0.9366 -0.7772 1.5302
C -0.2191 -2.8246 0.6348
C -0.2446 -4.1844 0.4107
C 0.8870 -4.7817 -0.1173
C 2.0496 -4.0241 -0.3362
C 3.2376 -4.5355 -0.9354
C 4.2756 -3.6626 -1.3040
C 4.2785 -2.3502 -0.9379
C 3.2464 -1.8170 0.0033
C 2.0013 -2.6513 -0.0105
N 0.8686 -2.0805 0.3645
H -1.1389 -4.7450 0.6450
H 0.8913 -5.8392 -0.3488
H 3.2877 -5.5843 -1.1936
H 5.0976 -4.0487 -1.8922
H 5.1051 -1.7097 -1.2124
H 3.6699 -1.9390 1.0185
Br 5.4643 1.6329 3.3338
C 4.3622 1.0151 1.9386
C 4.8350 1.0824 0.5731
C 4.1164 0.5413 -0.4152
C 2.9179 -0.3006 -0.0710
N 2.2765 0.1659 1.1757
C 3.0924 0.6330 2.1753
H 5.7460 1.6291 0.3640
H 4.4118 0.6413 -1.4513
H 2.1703 -0.1923 -0.8970
H 2.6492 0.7235 3.1592
```

Kohn-Sham gap (alpha / beta)	6.646 / 6.434	eV
<S²>	2.051
HOMO energy (alpha / beta)	-0.37657 / -0.38889	Eh
2S+1	3
net charge	+1
energy relative to the best compared isomer or geometry (same formula, charge and spin)	36.3	kcal per mole

Mulliken population analysis, charges in e, atoms 1 to 5:
1. Ti 0.7486
2. N 0.2288
3. C -0.3699
4. N 0.0024
5. C 0.1690

ORCA calculation (wB97M-V/def2-TZVPD) on a cluster of 6 separate species, C24H33F3N2O20Si in total.

Structure (XYZ):
```
83
C24H33F3N2O20Si wB97M-V/def2-TZVPD
O -2.6959 2.9110 4.0293
N -2.7646 2.2167 3.0869
O -3.0027 0.9163 3.5139
Si -3.3364 -0.2562 2.2775
C -1.7593 -1.1687 1.7350
C -0.8061 -1.3038 2.9200
O -1.1006 -1.9868 3.8093
F 0.3611 -0.6290 2.9655
N -4.6086 -1.4194 2.8125
C -4.3977 -1.9464 4.1464
O -4.5977 -3.0556 4.3574
F -3.9910 -1.1739 5.1530
C -5.8731 -0.7756 2.7471
O -6.3440 -0.3918 1.7730
F -6.5004 -0.6492 3.9318
H -3.8543 0.3790 1.0973
H -1.2955 -0.7043 0.8507
H -2.0490 -2.1937 1.4560
C 3.1696 -2.4807 -0.5132
C 1.9656 -3.3685 -0.7403
C 1.4662 -3.3710 -2.1594
O 0.0723 -3.6687 -1.9847
C -0.2766 -3.2015 -0.7633
O -1.3999 -3.0804 -0.3799
O 0.8171 -2.8833 -0.0250
H 3.9354 -2.6505 -1.2631
H 2.8895 -1.4250 -0.5192
H 3.6036 -2.6861 0.4675
H 2.1771 -4.3835 -0.3931
H 1.9523 -4.1284 -2.7719
H 1.5565 -2.4031 -2.6529
C 6.6655 1.4658 -3.5486
C 5.6292 0.5616 -2.9200
C 5.9724 -0.9018 -2.9941
O 4.6803 -1.5189 -2.9911
C 3.8199 -0.6194 -3.5441
O 2.7140 -0.8770 -3.8975
O 4.3906 0.6085 -3.6414
H 7.6702 1.2099 -3.2095
H 6.6272 1.4060 -4.6371
H 6.4725 2.5059 -3.2829
H 5.4332 0.8707 -1.8892
H 6.5624 -1.2361 -2.1422
H 6.4882 -1.1795 -3.9171
C -0.7057 5.6348 -0.9238
C -0.7656 4.3520 -0.1280
C -0.2300 3.1514 -0.8604
O -0.9715 2.0811 -0.2635
C -2.1526 2.6059 0.1480
O -3.0935 1.9558 0.4888
O -2.1248 3.9585 0.1233
H 0.2768 5.7767 -1.3762
H -1.4643 5.6471 -1.7044
H -0.9068 6.4894 -0.2761
H -0.2667 4.4812 0.8368
H 0.8394 3.0134 -0.7124
H -0.4436 3.1671 -1.9323
C -5.4298 8.0495 1.2780
C -5.0122 7.8636 -0.1633
C -4.1860 6.6280 -0.4024
O -3.4026 7.0029 -1.5414
C -3.2636 8.3568 -1.4908
O -2.4932 8.9761 -2.1510
O -4.1161 8.9020 -0.5841
H -5.8453 7.1290 1.6904
H -4.5860 8.3693 1.8910
H -6.1890 8.8290 1.3552
H -5.8888 7.8867 -0.8169
H -4.7952 5.7533 -0.6227
H -3.5097 6.3923 0.4237
C 1.6846 -7.6679 2.2201
C 2.1404 -7.8340 0.7877
C 3.0013 -9.0483 0.5596
O 3.8014 -8.6470 -0.5557
C 3.9085 -7.2939 -0.4962
O 4.6768 -6.6497 -1.1355
O 3.0227 -6.7714 0.3949
H 1.2809 -8.6005 2.6164
H 2.5061 -7.3331 2.8551
H 0.9057 -6.9068 2.2848
H 1.2789 -7.8260 0.1140
H 2.4179 -9.9352 0.3188
H 3.6632 -9.2726 1.4007
```

Kohn-Sham gap	10.582	eV
HOMO energy	-0.38329	Eh
2S+1	1

Mulliken population analysis, charges in e, atoms 1 to 5:
1. O -0.4090
2. N 0.4137
3. O -0.2922
4. Si 0.0553
5. C -0.0904

ORCA calculation (wB97M-V/def2-TZVPD) on a cluster of 5 separate species, C6H14O5 in total.

Structure (XYZ):
```
25
C6H14O5 wB97M-V/def2-TZVPD
C 2.0220 -0.0086 0.0452
C 1.2027 1.0399 -0.3306
C -0.2009 0.8160 -0.4109
C -0.6893 -0.3939 0.0187
O -2.0581 -0.3615 0.1037
C 0.1474 -1.4506 0.4151
C 1.5201 -1.2595 0.3924
H 3.0625 0.2696 0.1949
H 1.8347 1.9104 -0.5609
H -0.8397 1.5206 -0.9858
H -2.5821 -1.1664 0.1777
H -0.2525 -2.2854 0.9812
H 2.2282 -2.1444 0.4954
H 0.5613 -1.7343 -2.4347
H -0.9678 -1.6416 -2.4219
O -0.2371 -2.1169 -2.0516
H -0.3204 1.0739 2.1967
H -0.4067 1.2043 3.6636
O 0.2489 1.0145 2.9881
H -3.2934 1.2551 2.1858
H -1.9900 2.1474 1.8652
O -2.4186 1.5262 2.4684
H 0.8483 0.9346 -3.2565
H 1.6216 -0.1295 -2.5197
O 0.9591 -0.0200 -3.2197
```

Kohn-Sham gap	8.978	eV
HOMO energy	-0.31475	Eh
2S+1	1
energy relative to the best compared isomer or geometry (same formula, charge and spin)	0.0	kcal per mole

Mulliken population analysis, charges in e, atoms 1 to 5:
1. C -0.3032
2. C -0.8617
3. C -0.0551
4. C 0.3540
5. O -0.5182

ORCA calculation (wB97M-V/def2-TZVPD) on a structure of composition C25H19Br2CoN5O.

Structure (XYZ):
```
53
C25H19Br2CoN5O wB97M-V/def2-TZVPD
Co 0.0329 0.0274 0.2028
Br -0.0268 6.6405 0.1991
C 0.0099 4.7728 0.2731
C 0.9319 4.1337 1.0568
C 0.9035 2.7518 1.0726
N 0.0385 2.0122 0.3513
C -0.8488 2.6524 -0.3992
C -0.9018 4.0296 -0.4616
C -1.7865 1.7562 -1.1796
C -2.7337 2.2615 -2.0444
C -3.5589 1.3748 -2.7201
Br -4.8548 2.0207 -3.9013
C -3.4184 0.0277 -2.5214
C -2.4327 -0.3879 -1.6430
N -1.6281 0.4506 -0.9855
H 1.6545 4.6872 1.6490
H 1.5994 2.1957 1.6921
H -1.6485 4.5324 -1.0675
H -2.8369 3.3291 -2.2041
H -4.0591 -0.6898 -3.0247
H -2.2767 -1.4457 -1.4559
C 0.0261 -4.0631 -0.9943
C -0.3577 -4.6947 0.1834
C -0.5158 -3.9394 1.3240
C -0.2742 -2.5711 1.2823
N 0.0652 -1.9469 0.1317
C 0.2107 -2.7000 -0.9818
C -0.3811 -1.6808 2.4622
C -0.3973 -2.1556 3.7691
C -0.5214 -1.2692 4.8152
C -0.6227 0.0858 4.5330
C -0.5595 0.4884 3.2195
N -0.4309 -0.3584 2.1844
H 0.1827 -4.6225 -1.9089
H -0.5323 -5.7633 0.2044
H -0.8485 -4.4005 2.2465
H 0.5040 -2.1584 -1.8727
H -0.2894 -3.2163 3.9574
H -0.5379 -1.6230 5.8395
H -0.7485 0.8192 5.3195
H -0.6352 1.5416 2.9700
O 1.4347 0.1316 -1.4895
N 1.7005 1.2017 -2.1978
C 0.9607 1.4715 -3.2974
C 1.1721 2.6237 -4.0260
C 2.1596 3.5126 -3.6381
C 2.9380 3.1925 -2.5379
C 2.7003 2.0275 -1.8365
H 0.2163 0.7245 -3.5343
H 0.5523 2.8120 -4.8950
H 2.3335 4.4272 -4.1940
H 3.7377 3.8433 -2.2059
H 3.2710 1.6975 -0.9803
```

Kohn-Sham gap (alpha / beta)	6.416 / 6.210	eV
<S²>	2.063
HOMO energy (alpha / beta)	-0.34005 / -0.33165	Eh
2S+1	3
net charge	+1
energy relative to the best compared isomer or geometry (same formula, charge and spin)	0.0	kcal per mole

Mulliken population analysis, charges in e, atoms 1 to 5:
1. Co -0.1056
2. Br -0.1285
3. C -0.4906
4. C -0.7238
5. C -0.8173

Q: Which of these has the highest 2S+1?
A: C33H36Cl2N4O4RhS